1.
Formula: C7H15NO
Source: the OMol25 dataset
Level of theory: wB97M-V/def2-TZVPD

Cartesian coordinates (Å):
C: -2.103 -0.763 0.337
C: 0.596 -1.791 1.493
C: -2.073 -1.152 -1.044
C: -2.095 0.673 0.737
O: -0.280 -1.375 0.480
H: -2.547 -1.462 1.041
H: 0.425 -2.837 1.783
H: 1.634 -1.687 1.154
H: 0.487 -1.163 2.388
H: -0.938 -1.612 -0.850
H: -1.986 -0.342 -1.762
H: -2.730 -1.969 -1.329
H: -1.776 0.795 1.771
H: -1.453 1.266 0.085
H: -3.118 1.061 0.651
C: 1.356 1.004 -1.063
N: 0.726 2.238 -0.570
C: 2.802 0.923 -0.855
C: 3.987 0.896 -0.657
H: 0.896 2.330 0.426
H: 1.144 3.049 -1.015
H: 0.869 0.159 -0.569
H: 1.141 0.916 -2.132
H: 5.033 0.843 -0.500

Computed properties:
multiplicity	1
relative energy (zero: lowest compared OMol25 entry of this formula, charge and spin)	135.1	kcal/mol
LUMO energy	0.9887	eV


2.
Formula: C21H50CuN6O4SSb
Source: the OMol25 dataset
Level of theory: wB97M-V/def2-TZVPD

Cartesian coordinates (Å):
Cu: -1.520 -0.133 -0.138
C: -1.381 0.712 4.719
N: -1.841 -0.535 4.141
C: -1.611 -1.723 4.949
C: -1.962 -0.597 2.781
N: -1.627 0.305 1.949
N: -2.626 -1.761 2.314
C: -2.326 -2.318 1.071
N: -3.401 -2.947 0.490
N: -1.137 -2.246 0.587
H: -1.579 0.694 5.789
H: -1.925 1.549 4.281
H: -0.305 0.872 4.572
H: -2.169 -1.648 5.883
H: -0.547 -1.829 5.187
H: -1.934 -2.606 4.409
H: -1.086 1.063 2.346
H: -3.618 -1.706 2.499
H: -4.063 -3.429 1.073
H: -3.241 -3.325 -0.429
H: -1.074 -2.776 -0.274
C: -3.666 0.378 -4.710
N: -2.755 -0.327 -3.823
C: -1.349 -0.203 -4.162
C: -3.131 -0.946 -2.696
C: -4.594 -0.919 -2.323
O: -2.317 -1.548 -1.975
H: -3.362 0.187 -5.740
H: -3.632 1.450 -4.510
H: -4.685 0.023 -4.590
H: -1.119 -0.789 -5.056
H: -0.747 -0.552 -3.330
H: -1.121 0.848 -4.344
H: -5.182 -1.521 -3.020
H: -4.976 0.100 -2.315
H: -4.683 -1.333 -1.324
C: -2.087 3.721 -0.508
S: -2.341 2.301 -1.541
O: -3.177 1.383 -0.748
O: -2.963 2.788 -2.754
O: -1.008 1.704 -1.734
H: -3.053 4.182 -0.314
H: -1.433 4.416 -1.032
H: -1.627 3.391 0.421
C: 4.053 -0.292 2.089
C: 2.581 0.098 2.097
C: 1.789 -0.917 2.929
C: 2.418 1.471 2.752
Sb: 1.557 0.194 0.138
C: 2.532 1.903 -0.859
C: 4.024 2.067 -0.588
C: 2.296 1.751 -2.363
C: 1.781 3.148 -0.385
C: 2.387 -1.555 -0.928
C: 3.845 -1.450 -1.361
C: 2.221 -2.780 -0.026
C: 1.497 -1.737 -2.158
H: 4.450 -0.261 3.112
H: 4.657 0.382 1.481
H: 4.199 -1.305 1.716
H: 2.156 -0.917 3.964
H: 1.882 -1.932 2.542
H: 0.726 -0.674 2.945
H: 2.720 1.417 3.806
H: 1.377 1.812 2.724
H: 3.031 2.235 2.273
H: 4.599 1.190 -0.884
H: 4.234 2.274 0.463
H: 4.402 2.920 -1.165
H: 2.875 0.931 -2.790
H: 2.617 2.671 -2.868
H: 1.239 1.604 -2.591
H: 1.913 3.330 0.683
H: 0.715 3.061 -0.600
H: 2.163 4.027 -0.919
H: 4.515 -1.297 -0.514
H: 4.010 -0.640 -2.073
H: 4.145 -2.383 -1.854
H: 2.925 -2.777 0.807
H: 2.418 -3.687 -0.611
H: 1.210 -2.854 0.378
H: 1.610 -0.914 -2.865
H: 0.438 -1.800 -1.891
H: 1.772 -2.663 -2.677

Computed properties:
multiplicity	1
relative energy (zero: lowest compared OMol25 entry of this formula, charge and spin)	16.3	kcal/mol
LUMO energy	0.3581	eV


3.
Formula: C19H42IrNO3P3
Source: the OMol25 dataset
Level of theory: wB97M-V/def2-TZVPD

Cartesian coordinates (Å):
Ir: 0.020 -0.105 -0.129
P: 0.815 -0.173 2.047
P: -1.286 1.675 -0.609
P: 1.852 0.838 -0.931
H: -1.481 -4.322 -1.414
C: -0.413 -4.426 -1.205
C: 0.118 -4.337 0.013
H: -0.229 -3.636 0.803
C: -0.127 -1.374 3.044
C: 0.572 1.425 2.907
C: 2.546 -0.754 2.242
C: -2.047 1.150 -2.160
C: -2.538 1.672 0.683
C: -0.743 3.382 -0.792
C: 3.456 -0.012 -0.999
C: 2.385 2.396 -0.140
C: 1.531 1.276 -2.670
H: 0.180 -4.871 -2.043
H: 0.914 -5.052 0.296
H: -0.115 -2.373 2.569
H: -1.171 -1.032 3.151
H: 0.321 -1.459 4.046
H: -0.497 1.665 2.921
H: 1.096 2.242 2.403
H: 0.935 1.358 3.940
H: 2.705 -1.685 1.673
H: 2.754 -0.954 3.303
H: 3.249 0.009 1.892
H: -3.126 1.224 -1.996
H: -1.786 0.116 -2.424
H: -1.729 1.833 -2.954
H: -2.741 2.731 0.872
H: -2.219 1.185 1.615
H: -3.438 1.179 0.304
H: -0.021 3.513 -1.605
H: -0.320 3.746 0.149
H: -1.648 3.962 -1.022
H: 4.254 0.729 -1.171
H: 3.491 -0.739 -1.820
H: 3.692 -0.528 -0.057
H: 3.460 2.523 -0.310
H: 2.206 2.368 0.935
H: 1.856 3.236 -0.584
H: 2.464 1.219 -3.238
H: 1.122 2.283 -2.761
H: 0.819 0.555 -3.074
C: 2.695 -3.276 -1.113
C: 2.104 -3.209 -2.382
C: 3.003 -3.137 -3.451
C: 4.393 -3.080 -3.154
C: 4.897 -3.188 -1.862
C: 4.034 -3.387 -0.806
O: 1.997 -3.261 0.083
H: 1.353 -2.542 0.083
H: 1.041 -3.328 -2.551
H: 2.675 -3.093 -4.472
H: 5.095 -2.905 -3.978
H: 5.965 -3.084 -1.651
H: 4.264 -3.521 0.249
N: -3.386 -2.520 1.477
C: -3.039 -2.992 0.087
C: -1.944 -2.066 -0.463
O: -1.667 -1.970 -1.665
O: -1.397 -1.373 0.504
H: -2.572 -2.614 2.105
H: -4.165 -3.053 1.875
H: -3.651 -1.527 1.471
H: -2.714 -4.040 0.162
H: -3.930 -2.961 -0.550

Computed properties:
multiplicity	6
expectation value of S²	8.78
charge	+4
relative energy (zero: lowest compared OMol25 entry of this formula, charge and spin)	53.6	kcal/mol
LUMO energy (alpha / beta)	-12.3337 / -16.1413	eV


4.
Formula: C16H30N6ORhS
Source: the OMol25 dataset
Level of theory: wB97M-V/def2-TZVPD

Cartesian coordinates (Å):
Rh: -0.018 -0.017 0.006
C: 1.707 1.227 -2.697
C: 0.228 0.929 -2.928
N: -0.676 0.942 -1.758
C: -1.034 2.367 -1.334
C: 0.010 2.942 -0.355
N: 0.411 1.902 0.691
C: 1.726 2.223 1.258
C: 2.341 1.114 2.161
C: 1.439 -0.012 2.697
N: 0.801 -0.918 1.697
C: 1.716 -1.954 1.155
C: 2.552 -1.440 -0.028
N: 1.699 -0.665 -0.968
C: 2.507 0.284 -1.768
H: 1.830 2.256 -2.358
H: 2.193 1.203 -3.676
H: 0.162 -0.073 -3.376
H: -0.157 1.608 -3.696
H: -1.604 0.396 -2.066
H: -1.953 2.341 -0.821
H: -1.199 3.029 -2.192
H: -0.400 3.830 0.133
H: 0.886 3.268 -0.914
H: -0.241 1.999 1.471
H: 1.634 3.146 1.841
H: 2.449 2.435 0.468
H: 2.772 1.616 3.031
H: 3.196 0.678 1.644
H: 0.633 0.448 3.273
H: 2.005 -0.606 3.421
H: 0.043 -1.393 2.199
H: 1.092 -2.778 0.797
H: 2.363 -2.378 1.929
H: 2.998 -2.289 -0.552
H: 3.380 -0.839 0.343
H: 1.335 -1.348 -1.639
H: 3.208 -0.289 -2.385
H: 3.118 0.903 -1.108
O: -1.001 -0.178 1.540
N: -6.792 1.913 -1.739
C: -6.025 2.288 -0.662
S: -6.645 3.302 0.410
C: -4.653 1.757 -0.507
C: -3.830 2.145 0.628
C: -2.579 1.661 0.766
N: -2.038 0.774 -0.178
C: -2.791 0.396 -1.240
C: -4.092 0.876 -1.423
H: -7.728 2.274 -1.845
H: -6.466 1.279 -2.451
H: -4.205 2.827 1.378
H: -1.982 1.958 1.611
H: -2.397 -0.310 -1.969
H: -4.620 0.526 -2.299

Computed properties:
multiplicity	5
expectation value of S²	6.04
charge	+1
relative energy (zero: lowest compared OMol25 entry of this formula, charge and spin)	183.4	kcal/mol
LUMO energy (alpha / beta)	-2.6667 / -3.3741	eV


5.
Formula: C9H7NO4
Source: the OMol25 dataset
Level of theory: wB97M-V/def2-TZVPD

Cartesian coordinates (Å):
O: 4.163 -1.501 -0.766
C: 3.413 -0.665 -1.150
C: 2.429 0.090 -0.328
N: 3.338 1.053 0.546
O: 3.727 2.027 0.027
O: 3.577 0.634 1.623
C: 1.405 -0.923 0.664
C: 0.185 -0.169 0.468
C: -1.056 -0.507 0.928
C: -2.178 0.149 0.463
C: -2.052 1.140 -0.482
C: -0.728 1.459 -0.985
C: 0.300 0.798 -0.477
O: 1.577 0.875 -1.042
H: 3.397 -0.419 -2.206
H: 1.848 -0.802 1.601
H: 1.426 -1.839 0.251
H: -1.067 -1.281 1.689
H: -3.180 0.005 1.043
H: -2.736 1.857 -0.759
H: -0.529 2.242 -1.683

Computed properties:
multiplicity	1
SMILES	O=C[C@]1([N+](=O)[O-])Cc2ccccc2O1
relative energy (zero: lowest compared OMol25 entry of this formula, charge and spin)	91.7	kcal/mol
LUMO energy	0.0650	eV


6.
Formula: C10H19FeNSi
Source: the OMol25 dataset
Level of theory: wB97M-V/def2-TZVPD

Cartesian coordinates (Å):
C: -0.403 0.848 -2.725
C: 1.018 1.028 -2.515
C: 1.193 1.874 -1.353
C: -0.123 2.179 -0.822
C: -1.108 1.537 -1.672
Fe: 0.160 0.134 -0.908
N: -1.161 -0.977 -0.577
C: -0.309 -2.035 -1.197
C: 1.087 -1.435 -1.346
H: 2.142 2.192 -0.937
H: 1.817 0.619 -3.124
H: -0.329 2.815 0.027
H: -2.190 1.614 -1.556
H: -0.858 0.289 -3.547
H: 1.493 -1.496 -2.364
H: -0.313 -2.921 -0.545
H: -2.161 -1.171 -0.633
H: 1.807 -1.799 -0.608
H: -0.714 -2.395 -2.166
C: 1.642 -0.206 2.117
Si: -0.110 -0.102 1.320
C: -1.062 -1.480 2.141
C: -0.818 1.473 2.153
H: 2.170 -1.123 1.828
H: 1.534 -0.214 3.207
H: 2.275 0.654 1.862
H: -1.008 -1.371 3.228
H: -2.114 -1.436 1.832
H: -0.652 -2.458 1.862
H: -0.818 1.333 3.240
H: -0.234 2.379 1.942
H: -1.854 1.650 1.835

Computed properties:
multiplicity	6
expectation value of S²	8.79
charge	-1
LUMO energy (alpha / beta)	3.6738 / 3.4609	eV


7.
Formula: C23H26F6N2P2SSc
Source: the OMol25 dataset
Level of theory: wB97M-V/def2-TZVPD

Cartesian coordinates (Å):
Sc: 1.480 0.277 0.262
C: -4.334 -0.196 -0.116
C: -3.690 -0.834 1.086
C: -4.474 -1.604 1.941
C: -3.944 -2.221 3.064
C: -2.597 -2.083 3.373
C: -1.795 -1.329 2.539
C: -2.329 -0.708 1.403
P: -1.159 0.206 0.403
C: -1.325 -0.172 -1.360
C: -1.688 0.805 -2.291
C: -1.748 0.501 -3.638
C: -1.447 -0.789 -4.060
C: -1.095 -1.762 -3.138
C: -1.025 -1.479 -1.777
C: -0.693 -2.579 -0.802
C: -1.392 1.987 0.662
C: -2.416 2.482 1.430
C: -2.393 3.815 1.871
C: -1.301 4.639 1.596
C: -0.252 4.158 0.850
C: -0.290 2.842 0.309
C: 0.731 2.422 -0.567
H: -5.388 -0.006 0.080
H: -4.275 -0.856 -0.985
H: -3.872 0.750 -0.394
H: -5.529 -1.712 1.722
H: -4.587 -2.808 3.704
H: -2.181 -2.557 4.251
H: -0.741 -1.217 2.770
H: -1.937 1.807 -1.957
H: -2.036 1.259 -4.353
H: -1.496 -1.039 -5.111
H: -0.878 -2.767 -3.478
H: -0.395 -3.482 -1.331
H: -1.542 -2.824 -0.160
H: 0.140 -2.324 -0.131
H: -3.232 1.838 1.734
H: -3.218 4.194 2.459
H: -1.282 5.654 1.967
H: 0.592 4.794 0.616
H: 1.539 3.116 -0.771
H: 0.461 1.778 -1.411
F: 3.357 1.106 0.659
P: 3.540 0.270 2.159
F: 3.420 -0.611 3.416
F: 4.006 1.567 2.842
F: 1.893 0.732 2.288
F: 4.920 -0.244 1.680
F: 2.781 -1.028 1.213
C: 5.925 -2.203 -0.960
N: 4.517 -1.862 -1.141
C: 4.092 -0.774 -1.746
N: 4.963 0.096 -2.236
S: 2.387 -0.473 -1.990
H: 5.983 -3.155 -0.442
H: 6.430 -1.449 -0.355
H: 6.421 -2.305 -1.926
H: 3.811 -2.501 -0.811
H: 5.959 -0.050 -2.184
H: 4.626 0.907 -2.729

Computed properties:
multiplicity	2
expectation value of S²	0.78
charge	+2
relative energy (zero: lowest compared OMol25 entry of this formula, charge and spin)	8.4	kcal/mol
LUMO energy (alpha / beta)	-6.5464 / -8.3287	eV


8.
Formula: C4H23NO9
Source: the OMol25 dataset
Level of theory: wB97M-V/def2-TZVPD

Cartesian coordinates (Å):
N: 0.046 0.302 2.052
C: -0.969 0.148 1.003
C: -1.981 1.357 1.138
O: -1.492 2.432 1.388
C: -1.749 -1.150 1.242
C: -1.142 -2.289 0.431
O: 0.284 -2.368 0.427
H: 0.659 1.044 1.724
H: -0.364 0.655 2.902
H: -0.521 0.452 0.060
H: -3.071 1.348 0.899
H: -2.834 -1.152 1.067
H: -1.546 -1.347 2.311
H: -1.531 -2.296 -0.583
H: -1.391 -3.312 0.780
H: 0.556 -1.876 -0.356
O: 2.422 -0.796 1.977
H: 2.206 -1.419 2.667
H: 1.849 -0.932 1.218
O: 1.746 2.620 -0.393
H: 2.151 2.958 0.415
H: 1.681 3.413 -0.942
O: 1.918 -2.014 -1.813
H: 2.116 -1.046 -1.773
H: 2.483 -2.362 -1.113
O: -1.026 -1.441 -2.557
H: -0.124 -1.401 -2.230
H: -1.489 -2.267 -2.583
O: 2.642 0.216 -0.705
H: 2.817 1.098 -1.044
H: 2.928 0.125 0.211
O: -2.134 0.718 -1.331
H: -2.779 0.399 -1.959
H: -1.280 0.293 -1.533
O: -0.327 3.664 -1.156
H: -0.705 3.401 -0.318
H: -0.047 2.824 -1.525

Computed properties:
multiplicity	1
SMILES	N[C@H](C=O)CCO.O.O.O.O.O.O.O
relative energy (zero: lowest compared OMol25 entry of this formula, charge and spin)	100.9	kcal/mol
LUMO energy	0.2731	eV


9.
Formula: C4H8O2
Source: the OMol25 dataset
Level of theory: wB97M-V/def2-TZVPD

Cartesian coordinates (Å):
C: 0.263 -0.804 1.367
C: 0.454 0.090 -0.022
C: 0.876 1.582 -0.342
O: -0.984 0.089 -0.199
C: -1.488 -0.833 -0.999
O: -1.037 -1.125 -2.073
H: 1.042 -0.692 2.107
H: -0.711 -0.631 1.895
H: 0.159 -1.870 1.075
H: 0.945 -0.462 -0.858
H: 0.415 1.851 -1.315
H: 1.947 1.794 -0.492
H: 0.489 2.301 0.379
H: -2.371 -1.292 -0.523

Computed properties:
multiplicity	1
SMILES	CC(C)OC=O
relative energy (zero: lowest compared OMol25 entry of this formula, charge and spin)	47.8	kcal/mol
LUMO energy	0.9360	eV


| no. | calculated total energy (Eh) |
| --- | --- |
| 1 | -405.5221 |
| 2 | -3738.6187 |
| 3 | -2156.2940 |
| 4 | -1539.5733 |
| 5 | -702.7096 |
| 6 | -2000.1754 |
| 7 | -3442.1538 |
| 8 | -898.0422 |
| 9 | -307.6363 |